No. 1
88
Properties=species:S:1:pos:R:3:lowdin_spin:R:1 method="wB97M-V/def2-TZVPD" total_charge=+2 s2=3.77 spin_multiplicity=4 de_lowest_kcal_mol=0.0
H -4.420 2.986 -4.190 0.001
H 0.539 -4.041 2.034 0.000
C -2.565 0.874 -1.523 0.041
H 3.052 -0.862 -2.813 0.001
C -3.899 2.399 -3.446 0.027
H 0.591 0.928 -3.627 -0.001
C -3.906 2.800 -2.118 -0.001
C -0.851 -2.490 3.845 0.001
C 0.692 -0.750 2.920 0.024
C 3.278 -1.447 -1.912 0.002
H 2.134 -2.669 -0.517 0.001
C 1.029 -3.106 2.305 0.001
N 1.119 2.258 -0.061 0.018
H 5.998 -0.660 -0.766 0.000
C 3.790 -0.499 -0.871 0.015
H -3.727 1.682 4.787 0.001
C -3.440 -2.247 -1.099 0.008
C -1.690 -4.368 -0.725 0.000
H -3.270 0.903 -4.851 0.000
C -1.849 1.603 1.981 0.024
H -4.134 -1.432 -1.268 0.000
C -0.015 -2.038 2.651 0.005
H 0.982 -0.716 5.108 0.000
C -3.248 1.227 -3.820 0.000
C -3.246 2.043 -1.162 0.023
H -0.679 -1.896 1.796 0.004
H 1.599 -2.802 -2.202 0.001
H -1.004 -5.192 -0.589 0.000
C 1.164 -0.290 4.139 0.011
N 1.148 0.065 1.932 0.027
Si -1.788 -0.205 -0.242 0.242
C 1.946 0.811 3.844 0.036
H 4.586 -3.100 -1.399 0.000
C 4.924 0.724 0.573 0.027
H 0.206 3.246 -4.422 0.000
H -3.472 -1.378 1.822 0.001
C -2.371 2.071 3.173 -0.001
H 0.468 0.452 -2.003 0.008
H 2.529 1.450 4.483 0.002
H 2.825 4.738 1.026 0.002
H -1.560 -1.727 4.154 0.000
C 0.623 3.623 -3.489 0.000
H -2.065 3.033 3.561 0.000
H -1.139 2.220 1.439 0.003
C -3.856 -3.544 -1.357 0.001
H -0.777 2.569 -2.260 0.001
H 1.674 -2.798 1.482 0.000
C 0.894 1.283 -2.644 0.001
C 4.320 -2.503 -2.271 0.000
H -0.213 -2.732 4.695 0.000
C -3.306 1.310 3.864 0.022
H 5.659 1.205 1.194 0.002
N 1.972 2.840 0.820 0.000
C -1.283 -3.072 -0.453 0.007
C -2.238 0.359 1.468 0.086
B 2.844 1.924 1.698 0.000
H 5.226 -2.041 -2.660 0.000
H 0.184 4.602 -3.306 0.000
H 1.113 -1.435 -1.311 0.008
H -2.122 -0.460 -3.161 0.000
C 0.886 3.145 -1.057 0.027
C -2.596 0.469 -2.864 0.020
C 1.992 -2.121 -1.447 0.020
C -2.146 -1.986 -0.627 0.026
N 2.922 0.265 -0.181 0.056
C -3.159 -0.409 2.191 0.028
H -4.436 3.696 -1.827 0.000
N 3.629 1.006 0.711 0.009
N 1.938 1.009 2.529 0.003
H -3.307 -5.615 -1.384 0.000
C -2.983 -4.604 -1.174 0.004
C 2.169 4.105 0.454 0.045
H -4.864 -3.725 -1.705 0.000
H 1.479 5.258 -1.297 0.000
Tc 0.855 0.284 -0.062 2.048
H 3.937 -3.174 -3.038 0.000
H 3.577 2.553 2.389 0.000
C -3.704 0.077 3.370 0.005
H -1.403 -3.392 3.587 0.000
H -0.275 -2.921 -0.087 0.002
H 1.981 1.266 -2.561 0.002
H 1.698 3.747 -3.622 0.000
H -3.267 2.364 -0.129 0.001
H 1.670 -3.299 3.165 0.000
C 1.483 4.349 -0.726 0.012
C 0.306 2.663 -2.346 0.004
H -4.436 -0.510 3.907 0.000
C 5.076 -0.227 -0.425 0.007

No. 2
92
Properties=species:S:1:pos:R:3:mulliken_charge:R:1 method="wB97M-V/def2-TZVPD" total_charge=-2 spin_multiplicity=1
C 3.312 4.252 4.504 -0.523
H 2.379 5.553 5.943 0.327
C -2.774 -3.525 3.123 0.578
H -1.129 0.644 -2.829 0.359
H -2.962 0.584 -4.546 0.451
H 2.420 1.345 -4.852 0.319
H 2.224 -0.816 2.810 0.201
C -3.184 0.413 -3.500 -0.949
H -1.923 3.523 -0.611 0.361
O -6.347 -0.156 -0.008 -0.629
C -0.759 3.294 3.416 -0.121
H -5.528 -2.051 -3.032 0.549
H 1.075 -1.197 0.654 0.139
H 4.040 -5.625 4.349 0.218
O -1.228 4.036 2.527 -0.679
N -2.265 -1.506 1.989 0.228
H 2.254 1.293 -1.164 0.221
H 3.940 2.883 2.984 0.359
H 2.663 -0.826 -1.814 0.245
H -8.289 -1.228 -0.429 0.395
C 2.064 1.661 -2.172 -1.290
C 1.508 0.899 -4.399 -1.154
H -6.874 -3.002 -2.439 0.388
S 1.800 1.696 1.816 -0.427
C 0.807 -3.345 4.268 -0.424
C 0.024 4.712 -3.099 -0.456
N -2.988 -2.912 4.278 -0.656
H 2.281 -1.424 -3.436 0.341
H -2.969 -1.075 5.222 0.441
N 4.085 -4.904 3.648 -0.591
H 0.092 4.917 5.246 0.385
C -6.052 -0.399 -1.161 -0.206
H -10.168 0.108 -1.350 0.397
N 0.933 -2.124 3.764 -0.228
H -2.297 0.202 3.190 0.344
H 1.895 3.850 -3.691 0.302
C -4.709 -0.061 -1.728 0.272
C 1.039 3.771 -3.025 -0.316
H 0.006 -1.220 -0.858 0.230
O -1.345 2.416 4.086 -0.714
C -4.473 0.151 -3.077 -0.066
H 3.005 2.111 -2.559 0.464
H -2.234 -3.326 1.033 0.277
C 1.809 2.938 3.094 0.782
C 1.811 -4.302 4.268 -0.672
C 0.480 -0.642 -0.067 -1.013
H -3.175 -5.311 2.230 0.227
N -6.996 -0.942 -2.049 0.481
H -8.828 -1.924 -1.961 0.435
H -8.679 1.059 -1.305 0.298
C 3.095 3.329 3.496 -0.853
H 1.635 -5.285 4.691 0.280
C -2.813 -1.587 4.280 -0.514
Bi -0.509 1.146 0.586 1.116
C -2.408 -2.816 1.977 -0.603
H -9.248 0.394 -2.840 0.268
C -3.640 0.114 -0.851 -0.626
H -1.870 5.323 -2.281 0.383
C 2.230 4.829 5.148 -0.548
H -3.436 -5.257 3.889 0.269
H -5.295 0.150 -3.783 0.484
C 3.182 -2.697 3.172 -0.635
C -1.063 4.598 -2.244 -0.821
H 5.002 -4.494 3.579 0.232
C -0.093 2.591 -1.233 -0.252
H 1.248 0.009 -4.979 0.348
H -6.950 -2.805 -4.916 0.407
C 0.710 3.540 3.749 0.301
C 2.623 -0.554 -2.869 -1.292
C -7.268 -1.971 -4.289 -1.106
H -3.800 0.025 0.218 0.598
C -1.100 3.558 -1.321 -0.391
H -8.356 -2.004 -4.209 0.312
C -2.456 -0.873 3.150 -0.024
C -6.609 -2.050 -2.919 -0.794
N -2.886 -4.923 3.113 -0.569
H 3.642 -0.285 -3.224 0.403
C 2.111 -1.816 3.222 -0.309
C -9.165 0.201 -1.770 -1.206
C 0.951 4.468 4.757 -0.343
N 1.690 0.531 -3.019 0.672
C 0.979 2.702 -2.129 0.806
H 4.114 -2.388 2.713 0.306
H -0.159 -3.582 4.706 0.374
N -2.401 0.355 -1.259 0.157
H -6.999 -1.039 -4.787 0.240
C 3.042 -3.972 3.708 1.211
H 0.701 1.626 -4.500 0.290
H 0.081 5.524 -3.817 0.354
C -8.349 -1.055 -1.505 -0.679
H 4.327 4.521 4.780 0.314
C -2.167 0.472 -2.556 -0.459

No. 3
94
Properties=species:S:1:pos:R:3:lowdin_spin:R:1 method="wB97M-V/def2-TZVPD" total_charge=+1 s2=0.77 spin_multiplicity=2 de_lowest_kcal_mol=59.5
C -1.365 5.994 1.680 0.002
H 1.837 1.916 3.484 0.000
H -1.108 -0.768 -4.182 0.000
C -3.097 2.774 3.590 0.001
C 3.370 -3.590 2.139 0.000
Se -2.312 -4.448 -1.194 0.000
C 3.134 -2.482 1.346 0.000
C 4.092 -2.305 -3.607 0.000
H 2.724 -5.565 2.671 0.000
C 4.322 0.089 -3.497 0.000
H -1.292 7.031 4.255 0.000
C -0.911 5.343 2.983 0.000
Ru -0.213 1.682 0.998 0.049
N -1.849 0.167 -0.845 0.002
H -2.726 6.077 3.936 0.000
H -3.345 -4.419 -4.008 0.000
C 0.759 -5.126 -2.555 0.000
I 1.399 3.785 0.937 0.035
P 1.771 -1.024 -0.543 0.000
H 2.221 -6.687 -2.634 0.000
H -2.415 5.787 1.470 0.001
H -3.998 -1.646 -7.207 0.000
C -2.148 -2.643 -3.974 0.000
H 0.427 -3.633 -0.354 0.000
H -4.275 2.493 5.372 0.000
Se 2.079 0.833 0.586 -0.002
C -3.273 2.839 5.107 0.000
H -3.244 1.756 3.240 0.000
H -0.062 1.881 5.202 0.000
C 2.349 -5.387 -4.338 0.000
H -0.529 2.334 -2.177 0.039
C 3.209 -2.283 -2.539 0.000
C -0.919 -1.613 -1.649 0.000
C -0.951 3.249 -1.793 0.740
C -2.517 -1.078 -5.763 0.000
H 0.164 5.486 3.103 0.000
H -1.260 7.078 1.780 0.000
H 2.211 -3.953 -5.931 0.000
H -4.531 -3.782 -6.086 0.000
C -3.112 -3.488 -4.510 0.000
C 2.882 -1.062 -1.951 0.000
C 1.271 -3.619 0.320 0.000
N -0.536 0.258 -0.530 0.004
H -4.001 4.729 3.218 0.000
H 5.343 -1.156 -4.912 0.000
C 0.236 -3.995 -3.176 0.000
C -4.082 3.698 2.882 -0.001
H -0.772 5.688 0.822 0.001
C 3.445 0.124 -2.427 0.000
H 3.162 -5.937 -4.796 0.000
C 1.822 -5.809 -3.125 0.000
H -0.882 4.197 -2.303 0.037
C -3.477 -1.926 -6.301 0.000
H -2.559 2.213 5.642 0.000
H 3.207 1.067 -1.952 0.000
H 2.351 2.289 5.122 0.000
C 0.303 2.815 4.779 0.000
C -1.853 -1.435 -4.601 0.000
C -1.659 6.008 4.145 0.000
Si -0.404 -0.133 2.556 0.002
C 1.737 2.639 4.289 0.001
H 4.182 -3.576 2.854 0.000
C 0.055 -0.897 -0.993 0.000
C 4.645 -1.126 -4.085 0.000
Cl -1.251 -1.782 1.713 0.000
H -2.293 -0.136 -6.247 0.000
H -3.982 3.693 1.797 -0.001
C 2.552 -4.708 2.032 0.000
H 3.759 -1.603 1.449 0.000
C 2.083 -2.497 0.429 0.000
H 4.763 1.007 -3.863 0.000
H -1.536 5.518 5.106 0.000
H -3.173 3.863 5.473 0.000
N -2.083 -0.912 -1.493 0.000
C 1.505 -4.724 1.123 0.000
H 0.358 -2.719 -4.909 0.000
H 0.948 3.623 6.649 0.000
H 0.854 -5.585 1.047 0.000
C 0.771 -3.576 -4.395 0.000
C 0.260 3.903 5.848 0.000
Cl -1.659 0.113 4.195 0.002
Sb -1.028 3.174 3.091 -0.004
C 1.817 -4.274 -4.975 0.000
H 2.154 3.587 3.946 0.001
Cl 1.304 -0.747 3.513 -0.001
H 2.804 -3.213 -2.157 0.000
H 0.590 4.869 5.464 0.000
H 0.304 -5.484 -1.640 0.000
P -1.258 -3.203 -2.502 0.000
H -0.726 4.020 6.297 0.000
H -5.097 3.362 3.105 0.000
C -3.775 -3.127 -5.674 0.000
H 4.355 -3.251 -4.059 0.000
I -2.348 3.083 -0.333 0.094

No. 4
86
Properties=species:S:1:pos:R:3:mulliken_charge:R:1 method="wB97M-V/def2-TZVPD" total_charge=+1 spin_multiplicity=1
C -5.061 2.915 8.842 -1.431
C -3.701 0.981 9.712 -0.129
H -0.494 3.129 -0.053 0.398
C -1.332 -1.431 1.005 -0.869
H -0.374 -0.795 5.595 0.713
C -3.020 4.448 11.670 -0.649
C -1.523 2.840 1.809 -0.252
H -0.367 0.966 5.768 0.144
H -1.850 0.109 5.270 0.118
H 1.153 -1.958 4.104 -0.434
H -5.229 0.847 8.225 0.363
C -2.036 1.161 8.009 -1.381
H -5.916 2.673 9.491 0.550
H -4.025 0.221 1.078 0.397
H -3.334 1.877 3.582 0.675
H -3.907 -0.486 2.709 0.379
C -3.329 -0.203 1.818 -0.923
C -3.940 3.664 10.977 -0.208
C -2.518 2.569 5.436 -1.169
H -4.611 2.392 6.035 0.676
C -4.430 1.545 8.520 0.077
H 3.506 -4.988 -0.529 0.351
C 2.407 -3.665 0.770 -0.832
H -1.785 -2.203 7.073 0.462
H 1.664 3.790 1.031 0.422
H -2.585 0.553 2.088 0.012
C 2.534 -4.532 -0.319 -0.785
C -3.485 4.886 8.949 -0.261
H -1.684 3.112 5.897 0.395
C -2.276 -1.315 7.492 -1.796
C -4.136 3.836 9.601 0.574
H -0.220 3.648 4.885 0.373
C 1.135 -3.127 1.059 0.972
H 1.731 4.126 3.509 0.401
C 0.838 3.723 3.028 -0.753
C -0.976 0.067 5.923 -2.082
C -0.412 3.146 1.035 -0.686
C 0.214 -4.186 -0.909 0.765
H 2.084 -3.418 3.586 0.385
H -4.494 2.889 11.509 0.422
H -3.693 5.069 7.892 0.401
C -0.829 -5.037 -2.945 -0.933
O -4.198 0.597 10.766 -0.656
H -2.034 6.471 9.112 0.395
O -0.863 -4.262 -1.725 -0.382
C -1.334 -0.123 7.389 2.538
C -2.490 2.372 4.057 0.097
N -1.185 -2.730 0.514 0.562
H 1.551 -5.484 -2.009 0.339
N -2.358 0.997 9.419 0.804
N -3.363 1.574 7.486 0.479
H -3.185 -1.129 6.913 0.342
H -2.554 -1.543 8.524 0.349
H -1.856 -4.979 -3.318 0.260
C -1.407 0.855 10.489 -1.229
H 2.572 -1.776 3.008 0.380
C 1.721 -2.418 3.287 -0.221
H -1.718 1.476 11.338 0.327
H -2.501 -4.362 0.036 0.453
C -3.335 -2.535 0.952 -0.617
C -2.302 5.442 10.994 -0.528
H 3.255 -3.429 1.415 0.378
C -1.455 2.900 3.230 0.867
H -0.418 1.185 10.159 0.449
H 0.531 0.599 8.231 0.366
C -2.415 -3.377 0.445 -0.426
H -4.386 -2.648 1.091 0.495
C 0.004 -0.355 8.093 -1.871
C -2.561 5.674 9.639 -0.690
H -0.093 -0.877 9.050 0.390
H 0.660 -0.976 7.465 0.430
H -2.855 4.272 12.735 0.436
H -1.557 6.037 11.529 0.405
H -1.328 2.002 7.897 0.784
O 0.779 -2.501 2.205 -0.242
N -2.664 -1.356 1.287 0.467
C 0.066 -3.329 0.192 0.089
C 1.451 -4.816 -1.151 -0.738
H -0.133 -4.601 -3.680 0.353
C -0.279 3.455 3.811 -0.492
H -2.469 2.541 1.345 0.562
C -3.563 2.169 6.289 -0.342
C 0.788 3.562 1.637 -0.490
H -0.558 -6.086 -2.744 0.370
H -5.440 3.392 7.927 0.579
H -1.354 -0.188 10.829 0.335

No. 5
103
Properties=species:S:1:pos:R:3:mulliken_charge:R:1 method="wB97M-V/def2-TZVPD" spin_multiplicity=1
C 2.721 0.401 -0.345 0.371
C -1.105 3.417 -4.284 0.526
C -0.961 3.231 0.343 0.293
H -2.914 8.358 4.848 0.170
H -2.618 9.189 7.782 0.247
C -2.210 -8.144 -0.661 0.713
O -1.142 7.986 6.996 -0.330
C -0.795 4.737 0.145 -0.176
H -0.915 -10.028 -2.799 -0.368
H 1.020 2.979 -6.046 0.276
O 0.117 -11.201 -4.061 -0.544
H 6.360 6.739 3.041 0.300
H -3.455 -11.701 -5.400 0.276
H -2.417 -13.612 -6.442 0.306
C -2.490 8.459 6.980 -0.360
H 3.181 0.611 0.622 -0.003
H 3.963 -1.761 3.252 0.347
H -1.833 -5.327 -1.675 0.024
C 4.296 0.599 -1.956 0.622
H -1.965 -14.329 -4.884 0.265
C -2.986 -12.414 -4.719 -0.326
H -4.411 -3.722 -2.063 0.233
C -0.836 -9.221 -2.083 0.542
C -2.084 -13.391 -5.431 -0.359
H 5.381 8.050 2.356 0.259
O 3.156 6.578 3.225 -0.199
C -3.375 -3.798 -1.724 -0.327
C 5.351 7.038 2.766 -0.331
O -2.135 -4.477 -3.529 -0.343
O -0.985 3.011 -5.573 -0.368
H 1.824 -0.191 -0.182 -0.058
C 1.219 -2.574 1.467 -0.377
O -3.050 -7.401 -0.257 -0.543
H -3.358 -3.784 -0.637 0.287
C -2.661 -4.992 -2.302 0.014
H 2.271 2.521 -0.543 0.129
C 0.031 6.380 2.780 -0.191
O -1.932 4.175 -3.890 -0.519
C 0.492 1.832 -4.275 -0.199
C 2.479 1.651 -1.162 0.594
H 3.142 -3.546 1.790 0.385
H 0.023 0.868 -4.062 0.301
C 2.955 -1.662 2.843 -0.574
O 5.246 0.356 -2.630 -0.569
C -0.538 1.284 1.695 -0.048
O 0.744 8.691 5.985 -0.536
C 0.424 -1.479 1.722 0.268
H 0.109 6.908 3.741 -0.004
H 2.593 0.193 3.811 0.314
S -2.059 5.722 1.014 -0.225
O 2.709 5.491 1.302 -0.515
O -1.261 -8.721 0.115 -0.357
N 0.028 0.694 2.872 -0.321
S -1.203 -1.251 1.025 -0.375
C -1.112 7.005 1.922 -0.166
O 3.705 1.816 -1.876 -0.371
H -3.326 -5.831 -2.485 0.303
H 0.808 -3.355 0.823 0.409
H 4.259 7.820 4.478 0.314
H 0.966 6.474 2.208 0.043
H -3.281 9.930 5.585 0.333
H 0.152 1.471 -6.391 0.333
H -2.157 0.451 -1.191 0.542
H 4.622 6.088 4.585 0.262
H -0.672 7.733 1.226 0.410
O -2.072 -11.711 -3.873 -0.331
C 0.247 2.295 -5.689 -0.463
C -0.439 2.659 1.503 -0.211
C -0.837 -11.814 -4.427 0.655
H 1.550 1.773 -4.028 0.199
O -0.158 2.845 -3.499 -0.036
O 3.663 -0.303 -1.169 -0.369
H -0.069 -8.521 -2.421 0.237
C 2.168 -0.567 3.147 -0.720
H -1.853 7.518 2.551 0.008
C -1.163 0.513 0.713 0.471
C -2.025 -3.133 -3.396 0.612
H 0.521 1.389 3.420 0.337
H -1.987 2.982 -1.490 0.598
O -2.081 -8.518 -1.956 -0.319
C 0.850 -0.405 2.592 0.673
C -1.594 2.457 -0.620 -0.604
O -1.262 9.488 5.339 -0.312
C 4.369 6.903 3.904 -0.365
O 4.809 6.157 1.781 -0.337
O -2.633 -2.700 -2.262 -0.242
H 0.057 3.244 2.282 -0.065
C -1.690 1.080 -0.430 -0.666
C -0.594 -9.709 -0.679 -0.385
H 1.669 1.527 -1.883 -0.330
H 0.463 -9.760 -0.428 0.320
C -2.604 9.079 5.608 -0.213
H -1.051 -10.682 -0.489 0.288
O -1.468 -2.422 -4.171 -0.560
H -3.759 -12.903 -4.132 0.287
C 3.484 6.025 2.034 0.557
H -0.108 5.305 2.950 -0.008
H 0.192 4.988 0.568 -0.348
C -0.438 8.719 6.097 0.710
H -3.190 7.640 7.132 0.307
H -0.739 4.940 -0.934 0.543
O -0.830 -12.704 -5.446 -0.343
C 2.500 -2.695 2.008 -0.600

no.,energy (eV)
1,-57711.1150
2,-72766.4500
3,-262533.5312
4,-50123.7019
5,-104188.4070